# 1
Formula: C9H16N3
Source: OMol25
Level of theory: wB97M-V/def2-TZVPD

XYZ file:
```
28
Properties=species:S:1:pos:R:3:forces:R:3
H 3.227 -0.529 1.819 -0.48 0.00 -0.71
H 2.845 1.108 2.012 -0.32 -0.07 -0.45
C -0.251 0.474 -0.132 -0.99 -1.14 -0.88
N 1.741 0.226 0.548 -2.17 1.69 -2.47
H 3.611 -1.105 -0.835 -0.12 0.22 -0.29
H 2.870 -1.170 -2.414 -0.77 -0.07 0.20
H -3.291 1.440 -1.416 0.08 0.10 -0.86
H -3.395 -0.956 -0.519 -0.62 -0.75 0.03
C -1.219 1.431 -0.831 -1.30 2.03 2.11
H -1.006 -0.399 2.570 -0.03 1.12 0.17
H -0.740 1.983 -1.594 0.87 0.56 -0.80
C 2.898 -0.586 -1.495 -0.02 -2.25 0.80
H -1.581 2.220 -0.066 0.76 -1.25 -0.93
C 1.632 -0.332 -0.742 0.13 -0.90 -0.53
H -3.469 0.376 0.543 0.39 0.31 1.05
H 3.807 0.630 0.703 0.84 0.39 -1.69
H 3.315 0.334 -1.773 0.62 1.57 -0.21
N 0.400 -0.329 -1.100 1.04 1.05 -0.28
N 0.665 0.892 0.844 -0.33 -1.60 -0.17
H -2.533 -1.183 2.096 -0.50 -0.39 1.05
H -2.236 0.172 -2.248 -0.33 -0.24 -0.42
C -1.483 -1.083 1.911 0.78 -1.80 -1.39
C -1.530 -0.832 0.393 0.95 1.90 2.03
C 2.937 0.356 1.211 1.64 0.14 5.12
H -1.024 -1.682 -0.077 -1.08 0.44 -0.65
C -2.811 -0.150 -0.117 1.11 -1.47 -2.60
H -0.908 -2.035 2.073 -0.94 0.64 0.03
C -2.473 0.730 -1.363 0.77 -0.21 2.73
```
Forces are in eV/Å.

The value obtained for the maximum force is 5.38 eV/A. The LUMO energy is -5.5 eV. As for the energy above the lowest of the compared OMol25 structures with the same formula, charge and spin: 4.773 eV. As for the total charge: +1. Its orbital gap is 8.6 eV.

Population analysis type Mulliken, resulting atomic charges in e: atom 1 (H): 0.35, atom 2 (H): 0.36, atom 3 (C): 1.25, atom 4 (N): 0.68, atom 5 (H): 0.42, atom 6 (H): 0.36, atom 7 (H): 0.34, atom 8 (H): 0.39, atom 9 (C): -1.01, atom 10 (H): 0.35, atom 11 (H): 0.36, atom 12 (C): -1.44, atom 13 (H): 0.31, atom 14 (C): 0.58, atom 15 (H): 0.49, atom 16 (H): 0.41, atom 17 (H): 0.38, atom 18 (N): -0.63, atom 19 (N): -0.80, atom 20 (H): 0.42, atom 21 (H): 0.36, atom 22 (C): -1.21, atom 23 (C): 0.11, atom 24 (C): -0.94, atom 25 (H): 0.40, atom 26 (C): -0.93, atom 27 (H): 0.31, atom 28 (C): -0.68

# 2
Formula: C9H16N3O2P
Source: OMol25
Level of theory: wB97M-V/def2-TZVPD

XYZ file:
```
31
Properties=species:S:1:pos:R:3:forces:R:3
H 3.429 0.855 -1.012 -0.84 0.56 -0.76
C -1.882 -1.121 -0.578 -0.14 -2.26 -1.35
H 4.289 -0.762 1.491 -2.39 -1.30 -0.69
O 3.418 -1.272 1.264 0.79 2.53 -0.79
H 0.965 3.447 -1.110 -0.74 0.53 -0.97
C 2.814 -0.562 0.197 1.74 -0.41 0.67
H -1.672 1.950 -0.430 0.88 -0.13 -0.55
H 0.412 -3.148 -0.991 0.19 0.77 0.63
P 1.272 -0.107 -1.962 0.23 -0.08 0.05
N 1.409 2.803 -0.487 0.79 -0.56 1.76
H -2.259 2.195 1.099 -0.78 1.04 0.84
H 0.093 0.595 -1.723 -0.16 0.55 0.16
C 1.585 -0.779 -0.289 -0.19 1.05 -0.10
N 1.022 3.126 0.646 0.16 0.24 -0.09
C -3.194 -0.516 -0.532 0.67 1.16 0.72
N 0.375 -2.884 0.000 1.14 -2.35 1.54
H 0.450 -1.162 -2.394 0.18 -0.42 -0.23
C -3.312 0.712 -0.036 -2.51 1.89 -0.19
H 0.690 -1.515 1.508 -0.33 -0.01 -0.64
C -2.069 1.413 0.417 -2.08 1.04 -0.87
H -1.821 -2.020 -1.269 0.32 1.04 1.15
C 0.455 -1.510 0.417 -0.45 1.00 -0.27
H -1.825 -0.104 1.888 -0.37 0.76 -0.35
H -4.029 -1.088 -0.789 -1.17 -0.72 -0.72
H 1.149 -3.388 0.542 -1.57 0.70 -1.52
H -0.539 0.929 1.767 1.16 -0.05 -0.51
O 3.757 0.295 -0.325 0.32 -1.50 1.40
C -0.904 -0.733 0.227 1.94 -0.23 0.63
C -1.250 0.459 1.102 1.27 -3.06 1.75
H 1.501 2.573 1.387 -0.11 -0.27 -0.72
H -4.326 1.318 -0.026 2.06 -1.54 0.04
```
Forces are in eV/Å.

The value obtained for the maximum force is 3.74 eV/A. The LUMO energy is 0.5 eV. Its SMILES is N[C@H](C1=CC=CCC1)C(P)=C(O)O.[H]/N=N/[H]. As for the energy above the lowest of the compared OMol25 structures with the same formula, charge and spin: 2.251 eV. As for the total charge: 0. Its orbital gap is 8.6 eV.

Population analysis type Mulliken, resulting atomic charges in e: atom 1 (H): 0.30, atom 2 (C): 0.52, atom 3 (H): 0.38, atom 4 (O): -0.53, atom 5 (H): 0.22, atom 6 (C): 0.24, atom 7 (H): 0.26, atom 8 (H): 0.28, atom 9 (P): -0.17, atom 10 (N): 0.01, atom 11 (H): 0.37, atom 12 (H): -0.03, atom 13 (C): 0.24, atom 14 (N): -0.44, atom 15 (C): -0.68, atom 16 (N): -0.58, atom 17 (H): 0.00, atom 18 (C): -0.38, atom 19 (H): 0.47, atom 20 (C): -0.72, atom 21 (H): 0.22, atom 22 (C): -0.19, atom 23 (H): 0.31, atom 24 (H): 0.46, atom 25 (H): 0.30, atom 26 (H): 0.43, atom 27 (O): -0.58, atom 28 (C): -0.62, atom 29 (C): -0.60, atom 30 (H): 0.27, atom 31 (H): 0.24

# 3
Formula: C9H16NO
Source: OMol25
Level of theory: wB97M-V/def2-TZVPD

XYZ file:
```
27
Properties=species:S:1:pos:R:3:forces:R:3
H -2.492 1.726 -1.881 0.48 -0.46 -0.46
N -1.420 -0.073 -2.109 2.53 -1.66 -0.43
H 3.991 0.087 -1.695 0.47 0.35 -0.28
H 3.496 1.583 0.057 0.10 0.41 0.64
C 2.865 0.817 0.490 0.03 0.15 -0.97
H -0.499 0.373 -2.177 -0.34 0.63 -0.01
C -2.477 0.706 -1.471 -1.78 1.99 0.05
H -0.087 0.759 3.501 -0.37 -0.20 -1.14
H -1.595 -0.430 -3.055 -0.72 0.69 -0.18
C 0.673 -0.025 3.348 -1.36 -1.84 1.78
H -4.585 0.834 -1.381 0.32 0.35 -0.66
C -3.834 0.091 -1.695 -0.87 0.84 1.61
H -2.354 0.918 -0.409 0.77 -0.73 0.02
H -4.033 -0.148 -2.737 -0.15 -0.61 0.25
H -4.067 -0.574 -0.854 0.26 -1.12 -1.06
H 2.104 1.831 2.182 -0.09 -0.10 0.06
H 1.642 -2.157 -0.701 -0.20 0.18 -0.06
H 1.196 0.296 4.252 1.43 -0.15 -0.51
H 0.263 -1.004 3.651 -0.36 0.53 0.04
C 2.716 -0.311 -0.349 -2.04 -0.94 -0.02
H 0.364 -2.023 1.529 -0.05 -0.17 -0.61
H -1.143 -0.960 -1.668 -0.71 0.11 0.70
C 1.003 -1.242 1.126 0.31 -0.30 0.99
C 1.679 -1.285 -0.053 0.82 -0.57 0.14
C 2.058 0.929 1.583 1.10 -0.60 -0.16
C 1.283 -0.208 2.039 0.19 3.19 -0.27
O 3.256 -0.510 -1.524 0.24 0.06 0.52
```
Forces are in eV/Å.

The value obtained for the maximum force is 3.20 eV/A. The LUMO energy (alpha / beta) is -7.2 / -10.3 eV. Its spin multiplicity is 2. As for the energy above the lowest of the compared OMol25 structures with the same formula, charge and spin: 0.682 eV. As for the total charge: +2. Its orbital gap (alpha / beta) is 9.6 / 7.6 eV.

Population analysis type Mulliken, resulting atomic charges in e: atom 1 (H): 0.33, atom 2 (N): -0.30, atom 3 (H): 0.38, atom 4 (H): 0.37, atom 5 (C): -0.46, atom 6 (H): 0.35, atom 7 (C): -0.34, atom 8 (H): 0.36, atom 9 (H): 0.39, atom 10 (C): -1.38, atom 11 (H): 0.34, atom 12 (C): -1.14, atom 13 (H): 0.29, atom 14 (H): 0.41, atom 15 (H): 0.34, atom 16 (H): 0.48, atom 17 (H): 0.56, atom 18 (H): 0.43, atom 19 (H): 0.34, atom 20 (C): 0.66, atom 21 (H): 0.48, atom 22 (H): 0.34, atom 23 (C): -0.45, atom 24 (C): -0.65, atom 25 (C): -0.61, atom 26 (C): 0.87, atom 27 (O): -0.37